1.
Entry from the Open Molecules 2025 dataset: a structure of composition C24H31CrN3O3 (ωB97M-V/def2-TZVPD).

XYZ file:
```
62
Properties=species:S:1:pos:R:3:forces:R:3
Cr 0.9268 -0.5998 0.3695 -2.9 2.7 0.8
O -2.1757 2.5421 -1.6378 0.6 -1.0 -0.3
C -2.7691 3.5203 -1.3001 0.8 -1.5 0.5
O -3.6860 1.2143 1.0256 1.0 1.7 0.2
C -3.5868 2.4158 1.1190 -0.8 0.4 -0.4
O -3.8857 3.1363 2.3158 -0.4 0.4 -2.0
N -3.3400 3.4128 0.1223 1.0 -0.1 -2.2
C -4.3813 4.4440 1.8783 -0.9 1.5 0.1
C -3.7698 4.6939 0.5266 0.0 0.6 -0.5
H -4.2070 5.3199 2.5279 0.7 -1.1 0.4
H -5.4737 4.5739 1.7167 0.3 -1.4 0.5
H -2.8785 5.3520 0.5015 -0.9 0.3 0.1
H -4.5357 4.8638 -0.2503 0.2 1.5 0.7
C -2.7344 4.6854 -2.4837 -0.3 0.2 0.3
C -1.7480 4.5974 -3.4503 -0.1 -0.4 1.7
H -3.5627 5.4683 -2.4916 1.1 -1.4 -0.3
H -0.7859 4.0269 -3.2432 -1.7 0.2 -0.2
H -1.7172 5.0611 -4.4701 -0.5 0.2 1.5
C 7.0214 -0.6529 -2.3027 -0.2 0.1 0.0
C 6.3061 -1.8142 -1.5725 1.2 -0.4 -0.2
C 6.3416 -3.0848 -2.4188 0.1 -0.4 -0.2
C 6.9017 -1.9924 -0.1738 0.1 -0.1 0.4
C 4.8657 -1.6369 -1.2983 1.0 0.6 -0.2
C 4.2945 -0.4599 -1.6462 -0.5 0.7 -0.4
C 3.0139 -0.3070 -1.2602 -0.9 0.3 0.7
N 2.4011 -1.2004 -0.4808 1.3 -0.5 -1.7
C 2.8932 -2.4311 -0.1690 1.9 1.4 -1.1
C 4.1850 -2.6280 -0.6106 -0.6 -0.5 0.5
C 1.9296 -3.1705 0.6003 -1.6 -1.4 1.1
C 1.8982 -4.4768 1.0716 0.9 0.8 -0.7
C 0.7929 -5.0098 1.6907 -1.2 -0.6 0.5
C -0.3297 -4.2487 1.8604 0.0 0.8 -0.2
C -0.2356 -2.9433 1.4758 -0.7 0.7 -0.2
N 0.8163 -2.4126 0.8320 -0.1 -1.9 1.1
C 0.6937 -6.4258 2.1590 0.3 -1.3 0.3
C 0.4105 -6.4916 3.6799 0.1 0.4 0.1
C -0.4070 -7.1533 1.3553 0.0 0.2 -0.4
C 2.0441 -7.0436 1.8603 0.2 -0.3 0.0
H 8.1017 -0.8848 -2.4626 -0.9 0.1 0.2
H 6.9473 0.2812 -1.7141 0.2 -0.4 -0.2
H 6.5565 -0.4623 -3.2880 0.3 -0.1 0.3
H 7.3672 -3.4077 -2.6394 -0.4 0.1 -0.1
H 5.8103 -3.8751 -1.8766 0.5 -0.2 -0.4
H 5.7570 -2.9071 -3.3391 0.5 -0.2 0.1
H 6.7243 -1.0676 0.4033 0.4 -0.3 -0.2
H 6.3380 -2.7724 0.3509 0.6 0.0 0.1
H 7.9655 -2.2623 -0.1988 -0.3 0.2 0.1
H 4.8244 0.3277 -2.1313 0.1 0.2 -0.4
H 2.4341 0.5681 -1.5061 -0.1 0.4 0.0
H 4.8309 -3.4488 -0.4105 -0.6 -1.0 0.5
H 2.6777 -5.1874 0.9609 1.0 0.3 -0.5
H -1.2290 -4.6782 2.2565 -0.3 0.2 0.3
H -1.0560 -2.2670 1.6472 -0.3 0.2 0.0
H -0.5881 -6.0986 3.9405 0.3 -0.3 -0.1
H 0.5069 -7.5308 4.0654 -0.1 0.7 -0.4
H 1.1494 -5.8455 4.1854 -0.2 -0.4 0.1
H -0.1816 -7.0097 0.2853 -0.2 -0.3 0.2
H -0.4277 -8.2388 1.5824 0.0 0.7 -0.1
H -1.4062 -6.7196 1.5276 0.3 -0.3 0.1
H 2.2033 -6.9571 0.7765 0.2 -0.5 0.2
H 2.7950 -6.4270 2.3751 0.2 -0.6 0.0
H 2.1284 -8.0904 2.1634 0.0 0.2 0.0
```
Forces are in eV/Å.

**Charge**: +2
**2S+1**: 5
**<S²>**: 6.022
**Kohn-Sham gap (spin up / spin down)**: 6.2 / 6.1 eV

Löwdin population analysis, charges in e, atoms 1 to 6: Cr 1.187; O 0.051; C -0.273; O 0.113; C -0.419; O 0.027

***

2.
Entry from the Open Molecules 2025 dataset: the molecule C24H31FN4O5 (ωB97M-V/def2-TZVPD).

XYZ file:
```
65
Properties=species:S:1:pos:R:3:forces:R:3
C 0.1966 5.0155 0.9828 0.0 0.0 0.0
O 0.8857 4.2110 1.9071 0.2 0.1 0.2
C 1.0273 2.8659 1.5219 0.1 -0.1 -0.1
C 2.1830 2.6431 0.5203 -0.3 0.6 0.3
N 2.1367 1.3063 -0.0283 0.0 -0.3 0.2
C 1.3705 0.9517 -1.0788 0.0 0.4 0.0
O 1.2117 -0.2220 -1.3982 -0.2 -0.1 -0.3
C 0.7389 2.0574 -1.9126 -0.3 -0.3 -0.1
C -0.4698 1.4887 -2.6505 0.3 0.2 0.2
C -1.5720 1.1990 -1.6473 0.1 -0.1 -0.5
O -1.5597 1.6043 -0.5061 0.0 0.1 0.2
N -2.5887 0.4512 -2.1645 -0.1 -0.2 -0.4
C -3.7306 0.0645 -1.4949 -1.0 -0.3 0.5
C -4.1755 0.4136 -0.1932 -0.4 -0.3 0.0
C -5.3578 -0.2577 -0.0725 0.7 0.4 -0.1
C -6.3401 -0.3469 1.0331 0.0 -0.1 -0.2
O -5.6000 -0.9417 -1.2033 -0.5 0.0 0.7
N -4.5880 -0.7386 -2.0828 1.0 0.2 -0.8
C 2.8320 0.2697 0.7372 0.1 -0.1 0.1
C 1.8765 -0.4049 1.7511 0.3 0.1 -0.4
O 2.0325 -0.2583 2.9476 0.2 0.1 0.4
N 0.8997 -1.1163 1.1840 -0.3 -0.2 -0.2
C -0.1268 -1.8100 1.9295 0.1 0.0 0.4
C -1.5299 -1.3173 1.5164 -0.1 0.0 0.0
C -2.1889 -2.4773 0.7548 0.0 0.0 -0.1
C -1.0333 -3.3987 0.3711 -0.1 -0.1 0.2
C -0.1125 -3.3054 1.5826 0.0 0.1 -0.1
C 3.5491 -0.7175 -0.1560 0.3 0.1 -0.1
C 3.6353 -2.0666 0.1660 0.1 0.1 -0.1
C 4.3239 -2.9555 -0.6405 0.0 -0.1 0.0
C 4.9499 -2.5141 -1.7926 0.0 0.0 0.0
C 4.9029 -1.1721 -2.1238 -0.1 0.2 0.0
C 4.2188 -0.2988 -1.3013 0.1 -0.3 0.1
F 4.2228 1.0138 -1.6402 0.1 -0.1 0.0
H -0.7583 4.5583 0.6974 0.0 0.0 0.0
H 0.0086 5.9639 1.4827 0.0 0.0 -0.1
H 0.7855 5.2058 0.0770 0.0 0.0 0.0
H 0.0918 2.4869 1.0859 0.1 0.0 0.0
H 1.2330 2.3113 2.4410 0.0 -0.1 -0.1
H 2.1424 3.3767 -0.2849 0.0 0.0 0.1
H 3.1366 2.7843 1.0331 0.0 0.0 -0.1
H 1.4903 2.4169 -2.6190 0.0 0.1 0.0
H 0.4019 2.8820 -1.2900 0.1 0.1 0.0
H -0.1919 0.5653 -3.1611 -0.1 0.1 0.0
H -0.8444 2.2033 -3.3867 0.0 0.0 0.0
H -2.5183 0.0929 -3.1065 0.1 0.1 0.1
H -3.6834 1.0472 0.5104 0.1 0.1 0.2
H -6.0161 0.2736 1.8625 0.0 0.0 0.0
H -7.3199 -0.0173 0.6922 -0.1 0.0 0.0
H -6.4319 -1.3791 1.3672 0.0 0.0 0.1
H 3.5916 0.7809 1.3417 -0.3 -0.1 -0.1
H 0.8602 -1.1553 0.1696 0.2 0.1 0.1
H 0.0876 -1.6256 2.9849 0.0 0.0 -0.2
H -2.1166 -1.0330 2.3884 0.0 0.1 0.0
H -1.4304 -0.4354 0.8844 0.0 0.1 0.1
H -2.7475 -2.1373 -0.1151 -0.1 0.0 0.0
H -2.8787 -3.0115 1.4104 -0.1 0.0 0.0
H -0.5240 -3.0166 -0.5150 0.0 0.0 -0.1
H -1.3616 -4.4169 0.1680 0.0 0.0 -0.1
H -0.5276 -3.8779 2.4128 0.0 -0.1 0.0
H 0.8955 -3.6648 1.3814 0.1 0.0 0.1
H 3.1627 -2.4210 1.0686 -0.1 -0.1 0.1
H 4.3698 -3.9982 -0.3659 0.0 -0.1 0.0
H 5.4803 -3.2064 -2.4278 0.1 -0.1 -0.1
H 5.3926 -0.7892 -3.0055 0.0 0.1 -0.1
```
Forces are in eV/Å.

**2S+1**: 1
**Kohn-Sham gap**: 9.7 eV

Löwdin population analysis, charges in e, atoms 1 to 6: C -0.109; O -0.173; C -0.183; C -0.102; N -0.002; C -0.425

***

3.
Entry from the Open Molecules 2025 dataset: a structure of composition C24H31FN6O5RhTe (ωB97M-V/def2-TZVPD).

XYZ file:
```
69
Properties=species:S:1:pos:R:3:forces:R:3
Rh 3.1715 2.4943 -0.3333 -4.0 -2.4 -0.3
C -2.3527 -1.2364 3.9291 0.2 -0.1 0.0
C -0.9961 -1.8719 3.6326 -0.5 -0.1 0.3
N -0.2918 -1.1839 2.5648 0.3 0.1 0.0
C 0.6179 -0.2363 2.8817 0.1 0.1 -0.3
C 1.3876 0.4370 1.9837 0.5 0.6 0.0
C 2.3111 1.5302 2.5712 -1.0 -0.7 0.0
O 2.0819 1.8550 3.7215 0.1 0.1 0.4
O 3.2255 1.9691 1.8232 1.3 1.1 -1.4
C 1.3080 0.1250 0.5906 0.0 0.0 0.3
O 2.0426 0.5594 -0.3242 -0.4 0.2 0.5
C 0.2306 -0.8030 0.2522 -0.2 -0.3 -0.1
C -0.0272 -1.0774 -1.0916 -0.2 -0.2 0.1
C -0.9713 -2.0018 -1.4562 0.2 0.2 0.1
F -1.1521 -2.2422 -2.7756 0.0 -0.1 0.0
C -1.7340 -2.6859 -0.5004 0.2 0.5 0.4
C -1.5267 -2.3538 0.8339 0.1 -0.1 -0.1
C -0.5370 -1.4525 1.2423 0.1 0.0 -0.7
N -2.7305 -3.6347 -0.8014 -0.2 -0.1 -0.1
C -2.7035 -4.9102 -0.1141 0.0 -0.2 0.0
C -4.1600 -5.2892 0.2135 0.6 -0.3 0.6
N -5.0414 -4.6543 -0.8064 -0.5 0.2 0.1
C -4.4209 -4.7357 -2.1511 0.4 0.0 -0.7
C -3.2021 -3.7971 -2.1677 0.1 0.2 -0.2
H -2.8616 -1.7921 4.7113 -0.1 -0.1 0.1
H -2.9928 -1.2124 3.0505 0.0 0.0 -0.1
H -2.2137 -0.2162 4.2724 0.0 0.1 0.0
H -1.1035 -2.9260 3.3657 0.1 0.1 0.0
H -0.3732 -1.8250 4.5268 0.0 -0.1 -0.1
H 0.7453 -0.0004 3.9298 0.0 0.0 0.1
H 0.5415 -0.5569 -1.8472 0.1 0.0 -0.1
H -2.1649 -2.8133 1.5689 -0.1 -0.1 0.1
H -2.1191 -4.8393 0.8013 -0.1 -0.1 -0.1
H -2.2422 -5.6862 -0.7414 0.0 0.0 0.1
H -4.4534 -4.9217 1.1967 -0.1 0.0 -0.1
H -4.2971 -6.3705 0.1904 -0.2 0.1 -0.1
H -5.1235 -3.6544 -0.5794 -0.1 -0.3 0.1
H -5.9738 -5.0797 -0.7941 0.2 0.2 0.0
H -5.1409 -4.4433 -2.9157 0.0 -0.1 0.2
H -4.1296 -5.7709 -2.3321 -0.1 0.0 0.1
H -3.4832 -2.8150 -2.5516 0.0 -0.1 0.0
H -2.4444 -4.2155 -2.8426 -0.1 0.0 0.1
O 4.7344 3.2536 -1.2632 1.6 0.8 0.5
N 5.0625 2.0814 -0.7459 1.2 0.7 1.7
C 6.0918 2.0021 0.1051 -1.6 0.3 -2.1
C 6.4342 0.7621 0.6608 0.0 -1.3 0.6
N 6.7569 -0.2455 1.1113 -0.1 0.2 -0.1
C 6.9004 3.1164 0.3919 0.6 1.0 -0.3
N 7.5325 4.0570 0.5851 -0.1 -0.2 0.1
C 2.3998 2.2813 -4.7386 0.3 -0.1 0.5
Te 1.5895 2.6326 -2.7407 0.9 0.7 0.3
C 2.1575 4.6905 -2.9079 -0.1 -0.1 0.0
H 2.3025 3.1860 -5.3331 -0.1 0.1 0.1
H 1.8898 1.4626 -5.2374 -0.1 -0.1 0.1
H 3.4545 2.0368 -4.6347 0.0 0.0 -0.1
H 3.2257 4.7242 -3.1043 0.0 -0.1 -0.1
H 1.9375 5.1761 -1.9645 -0.1 -0.1 0.1
H 1.6075 5.1619 -3.7183 0.0 -0.1 0.0
C -0.8883 4.2460 -0.2010 0.4 -0.3 0.1
C 0.3597 3.8232 0.5808 -0.1 0.0 1.3
C 0.8795 4.9249 1.5115 -0.1 -0.4 -0.3
O 1.3092 3.4196 -0.3318 1.5 -0.3 -1.3
H -1.6883 4.5357 0.4721 -0.2 0.0 0.1
H -1.2165 3.4136 -0.8236 -0.1 0.0 0.0
H -0.6507 5.0821 -0.8548 0.0 0.2 0.0
H 0.1034 2.9573 1.2253 -0.2 0.2 0.0
H 1.1834 5.8000 0.9429 0.0 0.1 -0.1
H 1.7335 4.5490 2.0703 0.1 0.0 0.1
H 0.1000 5.2057 2.2122 -0.1 0.1 0.2
```
Forces are in eV/Å.

**Charge**: +1
**2S+1**: 1
**Kohn-Sham gap (spin up / spin down)**: 6.5 / 6.4 eV

Löwdin population analysis, charges in e, atoms 1 to 6: Rh 1.096; C -0.056; C -0.183; N -0.033; C 0.047; C -0.016

***

4.
Entry from the Open Molecules 2025 dataset: the molecule C24H31N3O3 (ωB97M-V/def2-TZVPD).

XYZ file:
```
61
Properties=species:S:1:pos:R:3:forces:R:3
C -4.1720 2.0961 1.5636 0.0 0.1 0.2
C -3.4110 2.4713 2.8376 -0.1 -0.1 -0.2
C -2.0048 1.9557 2.7788 0.1 0.0 0.1
C -1.0299 2.6040 2.0253 0.0 -0.2 0.1
C 0.2420 2.0682 1.9502 -0.1 0.0 0.1
C 0.5077 0.8844 2.6315 0.2 0.1 0.0
C 1.8611 0.2320 2.5477 0.2 0.3 0.0
N 1.9724 -0.6243 1.3729 -0.1 0.2 0.3
C 1.3257 -1.9104 1.4831 0.0 -0.3 -0.1
C 2.6831 -0.1686 0.3128 -0.1 -0.5 -0.1
O 3.0786 0.9825 0.2822 0.2 0.5 -0.1
C 3.0104 -1.1966 -0.7729 0.1 0.1 -0.2
C 4.3868 -0.9400 -1.3928 -0.1 0.2 0.2
C 4.3981 0.3587 -2.1841 0.2 0.1 0.0
C 3.2262 0.5513 -3.1163 0.4 0.0 0.1
O 3.2855 1.3398 -4.0428 0.1 0.3 -0.2
N 2.0897 -0.1425 -2.8485 -0.3 0.0 0.1
C 0.9651 0.0237 -3.7481 0.0 0.4 -0.3
C -0.1860 0.8377 -3.1319 0.1 -0.3 -0.1
C -1.0280 0.0288 -2.1883 -0.1 0.2 0.1
C -1.8774 -0.9625 -2.6750 0.0 0.0 0.2
C -2.6199 -1.7465 -1.8191 -0.1 -0.1 0.2
C -2.5355 -1.5588 -0.4387 0.1 0.0 -0.1
O -3.2961 -2.3933 0.3275 0.0 0.0 -0.4
C -3.2512 -2.2472 1.7252 0.0 0.0 0.2
C -1.7034 -0.5632 0.0564 -0.2 -0.2 0.3
C -0.9637 0.2180 -0.8163 0.0 0.0 -0.3
C 1.9789 -1.2323 -1.9047 0.0 -0.4 0.3
N -0.4139 0.2601 3.3539 0.3 -0.3 0.2
C -1.6256 0.7859 3.4261 -0.3 0.3 -0.1
H -3.6716 2.5001 0.6864 0.0 0.0 -0.1
H -5.1851 2.4891 1.5986 -0.1 0.0 -0.1
H -4.2252 1.0153 1.4515 0.0 -0.1 -0.1
H -3.3974 3.5588 2.9384 0.0 0.0 0.1
H -3.9238 2.0529 3.7060 0.0 0.1 0.0
H -1.2706 3.5208 1.5057 0.0 0.1 -0.1
H 1.0229 2.5422 1.3758 0.1 0.0 -0.1
H 2.6362 0.9968 2.4644 -0.1 -0.2 0.1
H 2.0288 -0.3797 3.4378 0.0 0.1 0.0
H 2.0297 -2.6896 1.7945 -0.1 0.0 0.0
H 0.5474 -1.8256 2.2408 0.0 -0.1 -0.1
H 0.8566 -2.2028 0.5451 0.0 0.0 0.0
H 3.0224 -2.1846 -0.3041 -0.1 0.1 -0.1
H 5.1471 -0.8973 -0.6103 0.0 -0.1 0.0
H 4.6261 -1.7800 -2.0507 0.0 0.0 0.1
H 4.3680 1.2028 -1.4908 0.0 -0.1 -0.2
H 5.3105 0.4496 -2.7754 -0.1 0.0 -0.1
H 0.6040 -0.9619 -4.0609 0.0 0.0 0.0
H 1.3505 0.5609 -4.6182 -0.1 -0.2 0.1
H 0.2406 1.6998 -2.6180 0.0 0.1 -0.1
H -0.8109 1.2009 -3.9505 0.0 0.1 0.0
H -1.9562 -1.1186 -3.7413 0.0 0.0 -0.1
H -3.2772 -2.5153 -2.1934 -0.1 -0.1 -0.1
H -3.9173 -3.0114 2.1227 0.1 0.1 0.0
H -2.2416 -2.4057 2.1182 0.0 0.0 0.0
H -3.6061 -1.2601 2.0393 0.0 0.0 0.0
H -1.6195 -0.3870 1.1150 0.0 0.0 0.2
H -0.3141 0.9810 -0.4125 0.1 0.1 0.0
H 0.9646 -1.2140 -1.4959 0.2 -0.1 -0.1
H 2.1010 -2.1838 -2.4486 -0.1 0.1 0.1
H -2.3325 0.2342 4.0350 -0.2 0.0 0.0
```
Forces are in eV/Å.

**2S+1**: 1
**Kohn-Sham gap**: 8.9 eV

Löwdin population analysis, charges in e, atoms 1 to 6: C -0.084; C -0.206; C -0.230; C -0.012; C -0.012; C -0.271

***

Number 1: energy -2366.87689 Eh, maximum force 4.03 eV/Å. Number 2: energy -1628.25066 Eh, maximum force 1.34 eV/Å. Number 3: energy -2115.85648 Eh, maximum force 4.71 eV/Å. Number 4: energy -1323.16716 Eh, maximum force 0.53 eV/Å.